Formula: C9H8N2OS
Source: the Open Molecules 2025 dataset
Level of theory: wB97M-V/def2-TZVPD

Structure (XYZ):
```
21
C9H8N2OS | the Open Molecules 2025 dataset | wB97M-V/def2-TZVPD
C 3.033 -0.599 -0.005
C 1.487 -0.594 0.179
C -0.883 -1.299 0.186
C -2.078 -1.893 -0.039
C -3.174 -1.043 -0.120
C -3.015 0.408 -0.210
C -1.807 0.972 -0.228
C -0.673 0.093 0.063
C 0.629 0.436 0.295
H 4.677 0.446 -0.856
H 2.945 1.367 -0.769
H -2.120 -2.894 0.164
H -4.327 -1.182 -0.188
H -3.931 1.009 -0.248
H -1.750 2.097 -0.433
H 1.799 1.858 1.045
H 0.240 2.325 1.027
N 3.680 0.533 -0.509
N 1.032 1.799 0.492
O 3.502 -1.700 0.006
S 0.736 -2.141 0.150
```

Results
Max |F| in eV/Å: 5.01
Electronic energy in eV: -25324.489
SMILES string: NC(=O)c1sc2ccccc2c1N
LUMO in eV: 0.23
Energy relative to the best compared isomer or geometry (same formula, charge and spin) in kcal per mole: 40.5
Highest occupied orbital energy in eV: -7.9
Gap between HOMO and LUMO in eV: 8.16